Formula: C2H2F2O3
Source: OMol25
Level of theory: wB97M-V/def2-TZVPD

Summary:
- frontier orbital gap (eV) = 10.5
- molecular weight (g mol⁻¹) = 112.03
- maximum force (eV/A) = 3.0
- energy (eV) = -13681.6868
- HOMO level (eV) = -10.12
- relative energy (zero: lowest compared OMol25 entry of this formula, charge and spin) (kJ/mol) = 259.1
- LUMO energy (eV) = 0.43

Each line ends with the Löwdin charge.
Geometry (Å):
C 0.879018 0.714892 -1.252657  -0.64
C -0.489643 -0.445131 1.129898  -0.11
O 0.738548 -0.398197 -0.945189  0.14
O 0.481692 1.822163 -0.615100  0.13
O -0.181955 -1.676756 1.272965  0.05
F 1.564301 1.002194 -2.337931  0.16
F -1.895281 -0.267925 1.212501  -0.07
H -0.239706 1.714609 0.062948  0.13
H -0.856972 -2.465850 1.472565  0.21

Atoms 1-6, force components in eV/Å:
C -0.283 1.614 0.772
C -1.804 0.155 1.061
O -0.446 -2.315 0.077
O -0.359 0.416 -0.591
O -1.276 -1.958 0.632
F 0.242 1.068 -0.329